No. 1
Molecular formula: C18H19NO3S2
Method: DFT, ωB97M-V/def2-TZVPD

The geometry in XYZ format:
```
43
Properties=species:S:1:pos:R:3:forces:R:3
C 4.064 -5.285 -1.771 4.69 5.23 0.72
C 4.751 -4.157 -1.635 -3.08 -5.43 0.56
C 5.607 -2.872 -1.108 -0.90 -0.41 -1.50
C 4.772 -1.498 -1.122 -2.15 3.51 0.05
C 5.350 -0.188 -1.842 -3.00 0.01 1.52
C 4.562 1.192 -1.900 -1.64 -3.35 2.19
C 3.153 1.305 -1.179 1.90 -3.70 0.04
C 2.547 0.021 -0.444 3.49 0.42 -1.85
C 3.373 -1.356 -0.415 0.19 2.80 -1.46
S 2.496 -2.752 0.490 -0.83 1.47 -1.37
C 0.717 -2.493 -0.069 -2.37 1.48 -1.05
C -0.257 -3.682 -0.443 -1.10 4.56 -0.33
C -1.714 -3.272 -0.941 2.07 2.39 0.71
C -2.186 -1.768 -1.072 4.31 -1.39 1.57
C -1.173 -0.629 -0.667 1.06 -2.88 0.08
C 0.284 -0.950 -0.167 -3.03 -2.85 -1.12
N 1.213 0.167 0.197 0.65 -1.87 -2.42
H 3.815 -6.411 -1.896 0.35 2.86 0.13
H 6.049 -3.111 -0.075 -0.86 0.31 -1.60
H 6.471 -2.760 -1.880 -1.47 -0.14 1.50
H 6.388 -0.297 -2.326 -1.88 0.34 0.77
H 5.001 2.103 -2.456 -0.78 -1.79 1.09
H 2.526 2.276 -1.166 1.30 -1.78 -0.14
H 0.106 -4.778 -0.348 -0.76 2.20 -0.25
H -2.452 -4.093 -1.259 1.36 1.38 0.63
H -3.237 -1.544 -1.468 1.90 -0.27 0.74
H -1.482 0.479 -0.752 0.47 -2.08 0.18
H 0.835 1.060 -0.186 0.11 -1.02 0.62
C -3.665 5.174 2.185 -0.12 0.09 -0.30
C -3.071 3.856 2.647 0.52 0.91 -0.10
O -4.011 2.786 2.540 -0.41 -0.79 -0.61
S -4.361 2.210 1.068 -0.34 0.00 0.63
C -5.272 0.783 1.588 0.07 -0.01 0.18
O -3.143 1.778 0.431 -0.47 0.56 0.08
O -5.279 3.114 0.421 0.76 -0.42 0.07
H -3.891 5.154 1.116 0.05 0.00 0.12
H -2.967 5.996 2.362 -0.02 -0.13 0.09
H -4.601 5.381 2.710 0.12 -0.01 0.03
H -2.157 3.618 2.093 -0.15 -0.12 -0.02
H -2.798 3.938 3.701 -0.18 -0.35 -0.05
H -4.600 0.102 2.110 -0.02 0.10 -0.05
H -5.674 0.303 0.694 0.12 0.16 0.01
H -6.089 1.102 2.235 0.11 0.03 -0.08
```
Positions in Å, forces in eV/Å.

Computed properties:
SMILES: C#CCc1cccc2c1Sc1ccccc1N2.CCOS(C)(=O)=O
HOMO energy: -7.60 eV
Charge: 0
E: -48263.718 eV
Lowest unoccupied orbital energy: 0.30 eV
Frontier orbital gap: 7.899 eV

No. 2
Molecular formula: C27H47F2N4O11P2S
Method: DFT, ωB97M-V/def2-TZVPD

The geometry in XYZ format:
```
94
Properties=species:S:1:pos:R:3:forces:R:3
C 0.917 -5.060 0.446 -0.22 -0.29 0.03
C 1.332 -4.272 -0.800 0.37 -0.15 0.52
P 0.602 -2.633 -1.119 -0.10 0.05 0.13
C 0.091 -2.264 -2.819 0.78 0.01 -0.69
C 1.152 -1.633 -3.755 -0.40 0.06 0.28
C 0.363 -1.294 0.170 -0.35 -0.57 -0.61
C 0.999 -0.073 -0.496 0.13 0.77 -0.22
O 0.562 1.142 0.063 -0.25 -0.12 -0.05
C 1.444 2.197 -0.274 0.06 -0.25 0.06
C -1.160 -1.134 0.527 -0.08 0.23 0.65
C -2.029 -2.402 0.333 -0.29 0.46 -0.19
C -2.758 -2.596 -0.984 0.51 -1.57 -0.97
O -2.586 -3.604 -1.644 -0.25 0.95 0.63
C -1.927 0.092 0.014 0.18 0.15 0.16
C -1.904 0.488 -1.452 -0.54 0.52 -0.46
C -2.153 1.993 -1.532 0.28 0.16 0.79
O -1.968 2.495 -2.845 0.05 -0.54 -0.25
C -0.679 2.830 -3.129 0.67 0.84 0.21
C -0.069 2.117 -4.296 -0.75 0.13 -0.30
O -0.070 3.660 -2.497 -0.46 -0.63 -0.16
N -1.185 -0.910 2.055 -0.86 -0.12 -0.35
C -0.742 -1.937 2.755 1.07 -0.12 0.21
N -1.402 -2.605 3.674 -1.10 -0.50 0.07
P -3.069 -2.197 4.201 -0.24 1.01 2.24
S -3.038 -1.184 5.826 -0.03 -0.10 -0.56
C -0.784 -3.748 4.381 1.28 0.69 2.27
O -0.338 -3.582 5.492 -1.04 -0.48 -2.29
N -0.737 -5.013 3.722 -0.55 0.70 0.06
C -1.947 -5.428 3.133 -1.15 0.51 -1.00
O -2.768 -4.744 2.576 0.99 -0.91 0.88
F -2.121 -6.720 3.301 0.19 0.10 -0.22
N 0.572 -2.349 2.489 -0.32 0.24 -0.67
O 1.297 -2.146 3.697 -0.06 -0.14 -0.27
C 1.215 -1.507 1.442 1.01 -0.61 0.09
F 1.414 -0.298 2.042 -0.19 0.62 0.20
C 2.612 -2.085 1.142 -0.03 0.38 0.84
C 3.758 -1.287 1.738 0.04 -0.70 -0.64
O 4.016 -0.090 1.002 0.43 0.32 0.70
C 5.035 -0.210 0.104 0.28 -0.92 -1.30
C 6.091 0.850 0.191 -1.00 0.34 0.24
O 5.067 -1.105 -0.718 -0.19 0.64 1.05
H 1.717 -5.147 1.171 0.32 0.17 0.19
H 0.675 -6.077 0.164 -0.13 -0.28 -0.05
H 0.048 -4.660 0.953 -0.27 0.21 -0.02
H 1.108 -4.890 -1.658 -0.36 0.16 -0.50
H 2.412 -4.209 -0.800 0.32 0.13 -0.02
H -0.154 -3.228 -3.249 -0.26 -0.43 0.22
H -0.833 -1.714 -2.891 -0.37 0.19 0.34
H 1.454 -2.346 -4.507 0.22 -0.20 -0.20
H 2.025 -1.306 -3.211 0.28 0.08 0.09
H 0.729 -0.785 -4.277 -0.06 0.25 -0.18
H 2.081 -0.132 -0.414 0.26 -0.26 0.17
H 0.819 -0.057 -1.569 -0.18 -0.15 -0.21
H 1.589 2.255 -1.350 0.07 0.05 -0.19
H 2.396 2.044 0.222 0.29 0.04 0.12
H 0.988 3.112 0.063 -0.11 0.36 0.11
H -1.521 -3.332 0.539 0.35 -0.15 0.00
H -2.829 -2.318 1.068 -0.33 0.06 0.13
H -3.506 -1.874 -1.338 0.03 0.29 0.30
H -2.965 -0.042 0.310 -0.32 -0.20 0.01
H -1.588 0.940 0.593 0.25 0.16 0.07
H -1.002 0.285 -2.011 0.28 -0.23 0.22
H -2.720 0.033 -1.999 -0.10 -0.40 -0.21
H -1.473 2.488 -0.844 0.17 0.22 0.00
H -3.151 2.226 -1.191 -0.43 0.17 -0.19
H 0.283 2.856 -4.998 0.32 0.23 -0.19
H 0.768 1.521 -3.963 0.29 -0.10 0.16
H -0.790 1.494 -4.809 -0.12 -0.21 0.00
H -2.051 -0.494 2.371 -0.12 -0.05 -0.07
H -3.679 -1.549 3.117 0.34 -0.43 -0.43
H -3.729 -3.423 4.346 0.38 -0.14 -0.53
H 0.053 -5.095 3.092 0.26 -0.35 0.10
H 1.650 -3.010 3.928 0.25 -0.21 0.10
H 2.674 -3.062 1.600 -0.04 -0.49 -0.15
H 2.813 -2.152 0.086 -0.15 -0.17 -0.33
H 3.641 -1.079 2.789 -0.22 0.51 0.20
H 4.624 -1.931 1.640 0.28 -0.13 0.02
H 7.050 0.401 0.379 0.34 -0.20 -0.10
H 5.846 1.551 0.976 0.07 0.16 0.24
H 6.086 1.384 -0.747 0.32 0.11 -0.38
O -4.226 7.374 0.416 -0.17 -0.07 0.16
C -3.249 7.266 -0.268 0.11 0.32 -0.17
O -2.334 6.331 0.052 -0.04 -0.32 0.12
C -1.243 5.974 -0.803 0.17 0.17 -0.01
C -0.044 6.876 -0.595 -0.04 0.12 0.03
C -2.982 8.198 -1.427 -0.10 -0.26 -0.30
H -1.560 5.942 -1.845 -0.01 0.02 0.00
H -0.986 4.956 -0.527 -0.08 -0.04 0.05
H -0.269 7.911 -0.853 0.01 -0.01 -0.07
H 0.793 6.541 -1.209 -0.01 -0.03 -0.01
H 0.260 6.862 0.452 0.01 -0.05 0.01
H -2.474 9.086 -1.054 0.03 0.01 0.01
H -3.938 8.494 -1.851 -0.05 0.09 0.14
H -2.394 7.755 -2.227 0.12 0.06 0.09
```
Positions in Å, forces in eV/Å.

Computed properties:
HOMO energy: -9.89 eV
Charge: +1
E: -92080.152 eV
Lowest unoccupied orbital energy: -4.01 eV
Frontier orbital gap: 5.885 eV

No. 3
Molecular formula: C12H48F2InNO16S2
Method: DFT, ωB97M-V/def2-TZVPD

The geometry in XYZ format:
```
82
Properties=species:S:1:pos:R:3:forces:R:3
In 20.252 30.241 -3.196 -0.23 -0.36 -0.11
N 21.931 28.087 -4.016 1.41 -0.86 -2.93
S 22.773 27.021 -3.221 -0.14 -0.08 7.15
O 24.195 26.987 -3.443 -0.78 -0.45 -0.71
O 22.015 25.857 -2.848 1.06 0.33 -1.25
F 22.681 27.875 -1.857 0.34 -0.36 -0.55
S 22.287 27.505 -5.501 -0.98 1.82 -3.89
O 21.631 26.271 -5.789 0.36 -0.13 0.41
O 23.600 27.709 -6.081 -0.77 -0.25 1.36
F 21.453 28.577 -6.306 -0.19 0.05 0.42
C 26.997 27.761 -1.271 -0.17 0.54 -0.38
O 28.014 28.069 -2.248 -0.26 0.15 -0.39
H 26.144 27.340 -1.805 0.20 -0.36 0.12
H 27.422 27.094 -0.523 -0.33 0.04 0.11
H 26.630 28.704 -0.860 0.10 -0.22 0.42
H 28.537 28.785 -1.872 0.32 -0.17 -0.13
C 19.450 30.871 -7.328 0.35 0.19 0.06
O 18.831 30.852 -6.028 -0.37 -0.34 -0.46
H 18.757 30.770 -8.165 -0.28 0.20 0.24
H 19.979 31.823 -7.391 0.20 -0.19 -0.44
H 20.121 30.021 -7.435 0.14 0.19 0.26
H 17.958 31.229 -6.184 0.00 0.02 0.44
C 26.777 28.092 -5.624 0.10 1.14 0.52
O 27.439 29.123 -4.950 -0.31 -0.22 -0.38
H 26.493 28.476 -6.600 -0.03 -0.14 -0.03
H 27.417 27.199 -5.743 0.23 -0.36 0.13
H 25.916 27.793 -5.004 -0.28 -0.41 -0.18
H 27.454 28.929 -3.995 0.31 -0.25 0.23
C 19.387 26.303 -0.824 -1.24 -0.14 0.54
O 19.630 27.689 -1.084 0.60 -0.20 -0.59
H 18.313 26.121 -0.922 -0.10 -0.02 0.19
H 19.831 25.582 -1.506 0.65 0.69 -0.27
H 19.675 26.036 0.192 0.15 -0.01 0.01
H 19.384 28.185 -0.298 -0.05 -0.15 0.06
C 24.455 30.529 -3.307 1.14 -0.73 -0.23
O 23.237 31.060 -2.845 -0.76 -0.09 -0.35
H 25.170 31.290 -3.620 0.01 0.14 0.44
H 24.855 29.878 -2.525 0.18 0.43 0.25
H 24.438 29.840 -4.166 -0.95 0.27 -0.17
H 23.166 31.992 -3.072 0.20 -0.04 -0.05
C 19.764 24.174 -7.785 -0.07 -0.73 0.94
O 18.388 24.416 -7.655 -0.33 0.55 -0.05
H 19.996 23.471 -6.981 0.06 -0.12 -0.21
H 19.968 23.679 -8.744 0.36 0.40 -0.04
H 20.365 25.062 -7.552 0.03 0.05 -0.61
H 18.118 25.083 -8.301 -0.07 -0.17 0.01
C 25.515 25.569 -8.054 0.55 0.60 1.09
O 24.776 25.643 -9.250 0.77 -0.35 0.54
H 25.165 24.795 -7.360 -0.23 -0.19 -0.17
H 26.597 25.413 -8.149 0.02 -0.42 -0.70
H 25.511 26.501 -7.486 -0.77 0.18 -0.36
H 25.050 24.846 -9.725 -0.37 0.18 -0.37
C 24.253 29.974 -8.503 0.05 0.19 0.46
O 24.982 30.969 -7.809 0.05 -0.06 -0.20
H 23.325 29.842 -7.951 -0.02 -0.09 -0.08
H 24.042 30.250 -9.539 0.09 -0.01 -0.04
H 24.814 29.029 -8.478 -0.10 -0.15 -0.17
H 25.733 31.242 -8.352 -0.07 0.07 0.07
C 19.776 27.526 -9.127 -0.03 0.96 0.65
O 20.269 28.581 -9.937 0.31 -0.44 -0.16
H 20.429 27.472 -8.248 -0.17 -0.46 0.11
H 18.801 27.884 -8.792 -0.11 -0.39 -0.02
H 19.704 26.543 -9.601 0.09 0.15 -0.28
H 21.219 28.433 -10.024 -0.09 0.13 -0.31
C 21.641 22.895 -3.660 0.23 -0.31 0.16
O 21.623 21.590 -4.198 -0.03 0.47 0.02
H 22.338 22.949 -2.815 0.07 0.06 0.05
H 21.998 23.623 -4.402 -0.05 0.14 -0.07
H 20.653 23.170 -3.303 -0.10 -0.15 -0.19
H 22.527 21.381 -4.467 -0.12 -0.21 0.01
C 26.878 24.956 -3.615 -0.09 0.52 -1.55
O 28.200 25.407 -3.797 -0.47 0.14 -0.22
H 26.677 24.569 -2.617 -0.09 -0.01 0.04
H 26.175 25.764 -3.893 -0.12 0.34 0.83
H 26.639 24.288 -4.445 0.43 -0.76 0.53
H 28.306 26.247 -3.325 0.26 0.05 0.37
C 18.632 26.831 -4.315 -1.00 -0.38 -0.96
O 18.281 28.201 -4.142 0.72 0.12 0.63
H 19.359 26.448 -3.607 0.14 0.59 0.13
H 17.730 26.216 -4.244 0.06 -0.07 0.18
H 18.984 26.694 -5.346 0.32 -0.16 0.09
H 17.476 28.372 -4.639 0.03 0.06 -0.04
```
Positions in Å, forces in eV/Å.

Computed properties:
HOMO energy: -14.74 eV
Charge: +2
E: -79722.331 eV
Lowest unoccupied orbital energy: -12.85 eV
Frontier orbital gap: 1.892 eV

charge of number 1 (C18H19NO3S2)?
0

Please write out number 1 again, unchanged.
Molecular formula: C18H19NO3S2
Method: DFT, ωB97M-V/def2-TZVPD

The geometry in XYZ format:
```
43
Properties=species:S:1:pos:R:3:forces:R:3
C 4.064 -5.285 -1.771 4.69 5.23 0.72
C 4.751 -4.157 -1.635 -3.08 -5.43 0.56
C 5.607 -2.872 -1.108 -0.90 -0.41 -1.50
C 4.772 -1.498 -1.122 -2.15 3.51 0.05
C 5.350 -0.188 -1.842 -3.00 0.01 1.52
C 4.562 1.192 -1.900 -1.64 -3.35 2.19
C 3.153 1.305 -1.179 1.90 -3.70 0.04
C 2.547 0.021 -0.444 3.49 0.42 -1.85
C 3.373 -1.356 -0.415 0.19 2.80 -1.46
S 2.496 -2.752 0.490 -0.83 1.47 -1.37
C 0.717 -2.493 -0.069 -2.37 1.48 -1.05
C -0.257 -3.682 -0.443 -1.10 4.56 -0.33
C -1.714 -3.272 -0.941 2.07 2.39 0.71
C -2.186 -1.768 -1.072 4.31 -1.39 1.57
C -1.173 -0.629 -0.667 1.06 -2.88 0.08
C 0.284 -0.950 -0.167 -3.03 -2.85 -1.12
N 1.213 0.167 0.197 0.65 -1.87 -2.42
H 3.815 -6.411 -1.896 0.35 2.86 0.13
H 6.049 -3.111 -0.075 -0.86 0.31 -1.60
H 6.471 -2.760 -1.880 -1.47 -0.14 1.50
H 6.388 -0.297 -2.326 -1.88 0.34 0.77
H 5.001 2.103 -2.456 -0.78 -1.79 1.09
H 2.526 2.276 -1.166 1.30 -1.78 -0.14
H 0.106 -4.778 -0.348 -0.76 2.20 -0.25
H -2.452 -4.093 -1.259 1.36 1.38 0.63
H -3.237 -1.544 -1.468 1.90 -0.27 0.74
H -1.482 0.479 -0.752 0.47 -2.08 0.18
H 0.835 1.060 -0.186 0.11 -1.02 0.62
C -3.665 5.174 2.185 -0.12 0.09 -0.30
C -3.071 3.856 2.647 0.52 0.91 -0.10
O -4.011 2.786 2.540 -0.41 -0.79 -0.61
S -4.361 2.210 1.068 -0.34 0.00 0.63
C -5.272 0.783 1.588 0.07 -0.01 0.18
O -3.143 1.778 0.431 -0.47 0.56 0.08
O -5.279 3.114 0.421 0.76 -0.42 0.07
H -3.891 5.154 1.116 0.05 0.00 0.12
H -2.967 5.996 2.362 -0.02 -0.13 0.09
H -4.601 5.381 2.710 0.12 -0.01 0.03
H -2.157 3.618 2.093 -0.15 -0.12 -0.02
H -2.798 3.938 3.701 -0.18 -0.35 -0.05
H -4.600 0.102 2.110 -0.02 0.10 -0.05
H -5.674 0.303 0.694 0.12 0.16 0.01
H -6.089 1.102 2.235 0.11 0.03 -0.08
```
Positions in Å, forces in eV/Å.

Computed properties:
SMILES: C#CCc1cccc2c1Sc1ccccc1N2.CCOS(C)(=O)=O
HOMO energy: -7.60 eV
Charge: 0
E: -48263.718 eV
Lowest unoccupied orbital energy: 0.30 eV
Frontier orbital gap: 7.899 eV

Which formula does entry 2 have?
C27H47F2N4O11P2S